DFT (ωB97M-V with the def2-TZVPD basis set) results for a molecular structure, C42H53LiN5O2P2S.

XYZ file:
```
106
Properties=species:S:1:pos:R:3
Li -1.0582 0.5648 -0.9986
C -5.1518 2.4834 1.2957
C -3.6841 2.5504 0.8884
C -3.5540 3.0996 -0.5316
P -2.5884 1.0518 1.1102
C -2.5587 0.8808 2.9669
C -1.6938 -0.3299 3.3114
C -2.0341 2.1310 3.6720
C -3.5109 -0.4835 0.7204
C -4.7782 -0.7570 1.2380
C -5.4316 -1.9675 1.0699
C -6.8012 -2.2140 1.6448
C -4.7395 -2.9607 0.3714
C -3.4740 -2.7465 -0.1245
C -2.7990 -1.5044 0.0242
N -1.5000 -1.3134 -0.3335
C -0.8988 -2.0320 -1.3372
C -1.5511 -2.4857 -2.5045
C -0.8542 -3.0774 -3.5383
C 0.5263 -3.2617 -3.4840
C 1.2864 -3.8501 -4.6413
C 1.1764 -2.8221 -2.3379
C 0.5072 -2.2202 -1.2741
P 1.3334 -1.5834 0.2315
C 1.4006 -3.1230 1.2941
C -0.0063 -3.4895 1.7620
C 2.0764 -4.3327 0.6557
C 3.1063 -1.3979 -0.3064
C 3.1927 -0.1447 -1.1844
C 4.0099 -1.2498 0.9194
H -5.6184 3.4675 1.1811
H -5.2832 2.1765 2.3369
H -5.6999 1.7839 0.6628
H -3.1875 3.2639 1.5572
H -4.0436 2.4469 -1.2550
H -2.5093 3.1778 -0.8366
H -4.0115 4.0931 -0.5943
H -3.5825 0.6827 3.3040
H -0.6546 -0.1543 3.0139
H -2.0383 -1.2253 2.7916
H -1.7164 -0.5233 4.3886
H -1.1003 2.4695 3.2171
H -1.8361 1.9132 4.7264
H -2.7446 2.9592 3.6383
H -5.2840 0.0058 1.8180
H -7.2410 -1.2835 2.0100
H -6.7754 -2.9158 2.4848
H -7.4855 -2.6296 0.9001
H -5.1994 -3.9366 0.2359
H -2.9575 -3.5569 -0.6233
H -2.6145 -2.3079 -2.6064
H -1.3974 -3.3812 -4.4295
H 0.7197 -4.6456 -5.1307
H 2.2383 -4.2747 -4.3133
H 1.5086 -3.0958 -5.4032
H 2.2517 -2.9521 -2.2842
H 1.9795 -2.8136 2.1724
H -0.6440 -3.7448 0.9124
H -0.4855 -2.6613 2.2857
H 0.0333 -4.3557 2.4299
H 1.5268 -4.6485 -0.2332
H 2.0927 -5.1746 1.3553
H 3.1070 -4.1312 0.3563
H 3.4537 -2.2589 -0.8795
H 3.1890 0.7549 -0.5613
H 2.3435 -0.0533 -1.8651
H 4.1166 -0.1378 -1.7704
H 3.5787 -0.5382 1.6331
H 4.9938 -0.8679 0.6294
H 4.1596 -2.1946 1.4447
O -2.4231 0.8413 -2.3462
N -1.9365 0.7352 -3.5057
N -0.6485 0.7313 -3.5257
O 0.0878 0.8222 -2.4434
C -0.0125 0.5250 -4.7826
C -0.6434 0.8774 -5.9712
C 0.0053 0.6511 -7.1753
C 1.2769 0.0937 -7.2003
C 1.8977 -0.2435 -6.0055
C 1.2583 -0.0327 -4.7931
H -1.6306 1.3144 -5.9365
H -0.4868 0.9245 -8.1008
H 1.7804 -0.0725 -8.1448
H 2.8894 -0.6803 -6.0129
H 1.7134 -0.3017 -3.8523
S 4.6341 4.8063 1.9658
C 3.0440 4.0724 1.6742
C 2.8646 2.6956 1.6240
C 1.5943 2.2058 1.3639
N 0.5432 2.9900 1.1309
C 0.7310 4.3028 1.1489
C 1.9555 4.8976 1.4289
C 5.2191 3.8653 3.3470
C 4.3815 3.4360 4.3715
C 4.9392 2.7501 5.4365
N 6.2413 2.4901 5.5577
C 7.0304 2.9160 4.5777
C 6.5756 3.5938 3.4550
H 3.6905 2.0148 1.7855
H 1.4085 1.1351 1.3188
H -0.1395 4.9178 0.9401
H 2.0564 5.9747 1.4591
H 3.3163 3.6211 4.3355
H 4.3020 2.3958 6.2399
H 8.0882 2.6955 4.6794
H 7.2658 3.8920 2.6767
```

Charge: -1
Spin multiplicity: 1
HOMO level, eV: -3.40
Energy, eV: -85579.189